DFT (ωB97M-V with the def2-TZVPD basis set) results for C17H18ClN3O5S2 as an isolated structure.

Summary:
LUMO ... -0.20 eV
Energy ... -2455.0217 Eh
Kohn-Sham gap ... 8.28 eV

Last column: natural (NBO) charge in e.
Atoms and positions in Å:
O (-1.09380, -2.20753, -2.48092)  -0.652
C (-1.25024, -1.02333, -1.98260)  0.594
N (-0.62473, 0.01484, -2.51546)  -0.579
H (-0.59727, 0.94227, -1.93514)  0.417
C (0.60746, 0.18048, -3.37190)  -0.240
C (2.06197, 0.22072, -2.79724)  -0.057
C (2.99793, 1.15218, -3.20145)  -0.163
C (3.97870, 1.55901, -2.73413)  -0.252
C (4.38269, 0.75736, -1.66642)  -0.069
C (3.54242, -0.32172, -1.07867)  -0.217
C (2.32263, -0.64883, -1.95612)  -0.150
H (1.69286, -1.25920, -1.55502)  0.224
H (3.85951, -0.77000, -0.15342)  0.232
Cl (5.86065, 0.89059, -0.85816)  0.019
H (4.63796, 2.35922, -3.04753)  0.232
H (2.63556, 1.75813, -4.11846)  0.186
H (0.62714, -1.01975, -3.74661)  0.234
H (0.52759, 0.66528, -4.25012)  0.206
C (-2.16154, -0.65330, -0.91709)  0.588
O (-2.05306, 0.38640, -0.48219)  -0.610
N (-2.63831, -1.62358, -0.42668)  -0.529
C (-3.11565, -1.88063, 0.81993)  -0.288
H (-3.77212, -0.87753, 0.99701)  0.179
H (-3.83975, -2.71889, 0.96943)  0.274
C (-2.33254, -1.75221, 1.81923)  0.250
N (-1.58077, -0.64514, 2.32109)  -0.626
S (0.08151, -0.32196, 1.77391)  2.169
O (0.01493, -1.28378, 0.34148)  -0.954
O (1.15951, -0.58009, 2.63512)  -0.849
C (-0.03723, 1.23757, 1.17890)  -0.590
C (0.69945, 1.91122, 0.13504)  -0.115
C (0.42261, 3.40399, 0.02942)  -0.247
C (-0.66256, 3.60289, 0.80099)  -0.411
S (-1.18549, 2.42013, 1.83266)  0.560
H (-1.03663, 4.64114, 0.90899)  0.251
H (0.86838, 3.81140, -0.73609)  0.222
H (1.49050, 1.55559, -0.29522)  0.213
C (-1.51813, -0.60752, 3.76907)  -0.258
H (-0.66503, -0.03961, 4.07365)  0.251
C (-1.94512, -1.84551, 4.13052)  -0.083
H (-2.64439, -1.82178, 5.28817)  0.174
O (-2.57658, -2.52297, 3.13555)  -0.501
H (-1.02373, -2.32277, 4.48545)  0.185
H (-2.29444, 0.42674, 3.98280)  0.152
H (-1.37538, -2.55749, 1.54603)  0.192
H (-2.44748, -2.59203, -0.66783)  0.437